# 1
Entry from OMol25: a structure of composition C26H33Cl3F5FeN5O5PS (wB97M-V/def2-TZVPD).

```
80
Properties=species:S:1:pos:R:3:mulliken_charge:R:1
Fe 0.78415 -0.29948 -0.15500 -0.07
Cl -5.27261 3.81012 2.36870 -0.27
C -3.98530 2.74735 1.84901 0.38
C -2.72252 3.25463 1.62580 -0.88
C -1.70427 2.41311 1.20680 0.94
Cl -0.13136 3.11652 0.98013 -0.23
C -1.88638 1.02730 0.96339 -1.88
O -1.01704 0.19242 0.54523 0.29
C -3.20855 0.57877 1.25496 0.75
Cl -3.52847 -1.11753 1.04254 -0.23
C -4.23481 1.39501 1.67492 -0.65
H -2.51510 4.30455 1.77831 0.44
H -5.21491 0.98024 1.86270 0.43
N 0.43513 -2.12574 0.62139 -0.22
C 1.17965 -3.09542 -0.19724 -0.52
C 2.58197 -2.54614 -0.35621 -0.79
N 2.47473 -1.18459 -0.92079 -0.03
H 0.70625 -2.27812 1.59465 0.11
H -0.55876 -2.35368 0.64675 0.29
H 0.69302 -3.15681 -1.17269 0.32
H 1.19346 -4.08200 0.26502 0.38
H 3.19734 -3.20548 -0.97385 0.48
H 3.05434 -2.46592 0.62562 0.33
H 2.25026 -1.23578 -1.91221 0.27
H 3.34816 -0.67823 -0.83148 0.27
N 1.04044 0.53846 5.00805 -0.29
C 1.61859 0.79125 3.80470 -0.06
C 1.08206 0.22321 2.63248 -0.16
N 1.65605 0.40471 1.46247 1.07
C 2.75272 1.18067 1.40918 -0.32
C 3.24969 1.74498 2.56047 -0.52
N 2.70437 1.55542 3.76431 -0.68
H 0.15956 0.05659 5.06397 0.13
H 1.35711 1.06404 5.80196 0.25
H 0.16999 -0.35261 2.65576 0.40
H 3.16918 1.37569 0.43119 0.12
H 4.12405 2.38391 2.52089 0.37
C -1.93956 0.23545 -4.52106 -1.45
C -2.19716 1.19063 -3.36616 1.76
C -2.84017 2.47598 -3.86214 -1.77
C -3.04235 0.54112 -2.28480 -1.31
O -0.94179 1.63629 -2.76906 -0.13
P 0.30702 0.71624 -2.44322 1.72
O -0.05950 -0.69618 -2.06438 -0.81
O 1.12895 1.38051 -1.36826 -0.90
O 1.13254 0.61860 -3.81927 -0.61
C 2.01107 1.65200 -4.33105 1.72
C 1.40809 3.04120 -4.16114 -1.33
C 3.34953 1.54983 -3.60916 -1.47
C 2.16938 1.31560 -5.80615 -1.72
H -2.89165 -0.00866 -4.99453 0.53
H -1.47945 -0.68811 -4.16945 0.19
H -1.28524 0.69270 -5.26570 0.22
H -3.82310 2.26253 -4.28504 0.40
H -2.22192 2.94387 -4.63091 0.39
H -2.95804 3.17553 -3.03426 0.36
H -3.99113 0.20179 -2.70596 0.57
H -3.25047 1.25951 -1.49276 0.28
H -2.51822 -0.31009 -1.85011 0.11
H 1.27332 3.28469 -3.10722 0.21
H 0.43943 3.10254 -4.65727 0.16
H 2.07743 3.77896 -4.60829 0.54
H 3.21465 1.75894 -2.54861 0.10
H 4.05874 2.26566 -4.02935 0.51
H 3.76075 0.54516 -3.72997 0.32
H 1.20413 1.37037 -6.31103 0.38
H 2.56207 0.30462 -5.92115 0.36
H 2.85555 2.01710 -6.28384 0.39
F -1.11919 -3.31792 8.16129 -0.33
C -0.84431 -3.67236 6.89386 0.58
C -0.51786 -4.97873 6.57467 0.14
F -0.47900 -5.90091 7.55121 -0.31
C -0.23102 -5.33135 5.26966 0.31
F 0.08325 -6.61565 5.05098 -0.34
C -0.24672 -4.42224 4.19887 0.07
S 0.13976 -4.87290 2.57498 -0.52
C -0.59278 -3.12248 4.57942 0.02
F -0.64797 -2.14403 3.64903 0.08
C -0.87707 -2.74195 5.87465 -0.23
F -1.18216 -1.45529 6.15079 -0.40
```

Values from the calculation:
multiplicity = 1
net charge = -1
E_HOMO = -4.343 eV
F_max = 0.236 eV/A
HOMO-LUMO gap = 0.2364 hartree

***

# 2
Entry from OMol25: a structure of composition C26H33MoN4O8P2S (wB97M-V/def2-TZVPD).

```
75
Properties=species:S:1:pos:R:3:mulliken_charge:R:1
Mo -0.42697 -0.13283 0.50661 -0.29
N -2.82973 3.16727 -1.05508 -0.40
C -2.26350 2.30341 -0.20560 0.67
S -2.55556 0.59473 -0.47565 -0.14
N -1.53334 2.73029 0.78080 -1.38
N -1.10737 1.64981 1.54402 1.20
C -1.20778 1.76662 2.81731 -0.94
C -1.05676 0.67782 3.75305 0.74
C -1.01907 0.94049 5.12954 -0.61
C -1.08672 -0.09159 6.04066 -0.80
C -1.25594 -1.40350 5.59583 -0.56
C -1.32671 -1.69509 4.24691 -0.39
C -1.19243 -0.65678 3.33141 0.67
O -1.17766 -0.93555 2.02262 -0.56
H -3.36390 2.84884 -1.84297 0.21
H -2.79941 4.15055 -0.84163 0.24
H -1.53170 2.73459 3.19220 0.47
H -0.94730 1.96584 5.47023 0.49
H -1.04126 0.11733 7.10012 0.45
H -1.33813 -2.20604 6.31688 0.49
H -1.45406 -2.70550 3.88471 0.56
O 0.52681 1.51807 -3.43858 -0.52
P 0.53990 0.26972 -2.48872 0.52
O 1.69867 -0.63789 -2.57573 -0.82
O 0.25033 0.87846 -1.10075 0.69
O -0.79843 -0.54541 -2.86544 -0.34
P -1.11502 -1.95332 -2.15080 0.54
O -0.00344 -2.92301 -2.68244 -0.54
O -2.49012 -2.38423 -2.24482 -0.71
O -0.61224 -1.63320 -0.63894 -0.24
H 0.93098 1.36330 -4.30186 0.40
H 0.84676 -2.44558 -2.78326 0.42
C 2.14973 -3.14176 4.76032 -1.84
C 2.08758 -2.70495 3.32506 0.60
C 2.39807 -3.60815 2.29834 -1.00
C 2.38496 -3.25339 0.96055 0.02
C 2.74633 -4.22952 -0.12069 -1.62
C 2.03796 -1.94064 0.63446 0.07
C 1.69282 -1.04107 1.63882 0.36
C 1.72355 -1.41720 2.98976 -0.79
N 1.25971 0.27781 1.26007 1.85
C 2.25888 1.40387 1.29359 1.71
C 1.61106 2.75708 1.00683 -2.13
C 2.69223 3.84647 0.97392 0.25
C 3.36697 3.92258 2.34339 -1.28
C 4.01066 2.57284 2.65845 0.18
C 5.05987 2.24749 1.59156 -1.23
C 4.38765 2.18142 0.21889 0.25
C 3.72591 3.52112 -0.10399 -1.22
C 3.32047 1.07994 0.22544 -1.15
C 2.94254 1.47005 2.66825 -1.46
H 1.64699 -4.09930 4.89922 0.43
H 1.68109 -2.40736 5.41428 0.28
H 3.18431 -3.26786 5.08342 0.41
H 2.66193 -4.62502 2.56825 0.49
H 2.65242 -5.25658 0.22746 0.42
H 3.77754 -4.07805 -0.44490 0.33
H 2.10271 -4.10522 -0.99146 0.27
H 2.03916 -1.61222 -0.39970 0.82
H 1.46521 -0.69854 3.75599 0.56
H 0.89950 3.00311 1.79550 0.26
H 1.07073 2.73978 0.06133 0.36
H 2.20612 4.79737 0.74543 0.34
H 2.63088 4.18182 3.11088 0.52
H 4.12691 4.70772 2.35005 0.54
H 4.48047 2.60316 3.64412 0.31
H 5.54716 1.29466 1.81848 0.54
H 5.83789 3.01464 1.59178 0.52
H 5.12706 1.93580 -0.54647 0.34
H 3.24281 3.47392 -1.08474 0.52
H 4.47857 4.31188 -0.15342 0.51
H 3.78539 0.11890 0.45732 0.43
H 2.85383 0.99153 -0.75770 -0.03
H 2.19350 1.66927 3.44309 0.21
H 3.42100 0.51636 2.89884 0.52
```

Values from the calculation:
multiplicity = 1
net charge = +1
E_HOMO = -11.830 eV
F_max = 0.721 eV/A
HOMO-LUMO gap = 0.2376 hartree

***

# 3
Entry from OMol25: the molecule C26H33N3O5S (wB97M-V/def2-TZVPD).

```
68
Properties=species:S:1:pos:R:3:mulliken_charge:R:1
C -4.13750 0.88238 -4.81010 -1.48
C -3.67847 0.14129 -3.59323 0.89
C -2.33717 -0.20787 -3.45590 -0.82
C -1.89271 -0.88490 -2.33497 -0.27
C -2.79750 -1.20907 -1.34230 0.15
C -4.13310 -0.87652 -1.45623 -0.69
C -4.57187 -0.20663 -2.58559 -0.58
H -5.61650 0.04968 -2.68381 0.35
H -4.80891 -1.16149 -0.66486 0.50
S -2.23709 -1.97388 0.17085 1.17
O -3.34966 -2.55108 0.86483 -0.73
O -1.08433 -2.78032 -0.08905 -0.67
N -1.78557 -0.65891 1.10661 -0.24
C -0.88095 0.30523 0.66972 -0.73
C 0.28510 -0.08588 0.03181 0.17
C 1.22101 0.85852 -0.37059 0.09
C 0.99009 2.20242 -0.11000 -1.08
C -0.16542 2.59719 0.53978 -0.34
C -1.13107 1.66944 0.91311 0.04
N -2.33785 2.01203 1.55350 0.67
C -2.34729 3.19026 2.39577 -0.94
C -3.52851 3.08519 3.35997 -0.87
C -4.83619 2.98419 2.57970 -0.80
C -4.76321 1.80988 1.60711 -0.63
C -3.52870 1.95513 0.72090 -0.02
H -3.45017 1.11678 0.02560 -0.24
H -3.62089 2.87700 0.11881 0.32
H -5.65801 1.77300 0.98375 0.39
H -4.69815 0.87448 2.16673 0.27
H -5.67566 2.85675 3.26499 0.39
H -4.99643 3.90859 2.01911 0.33
H -3.40179 2.19304 3.97539 0.31
H -3.54345 3.95654 4.01639 0.38
H -1.40897 3.22589 2.95304 0.47
H -2.44399 4.11904 1.80755 0.46
H -0.33260 3.64611 0.73216 0.48
H 1.71409 2.93715 -0.42721 0.52
C 2.41231 0.45186 -1.17813 -0.19
O 2.59340 0.89944 -2.29931 -0.70
N 3.25361 -0.44538 -0.62092 0.37
C 3.16680 -0.93562 0.73838 -0.56
H 2.60930 -1.87972 0.77534 0.19
C 4.56684 -1.16651 1.29495 -1.76
H 4.50350 -1.46639 2.34108 0.43
H 5.15837 -0.25279 1.23001 0.37
C 5.30696 -2.26445 0.50700 1.69
C 4.80892 -2.29538 -0.94958 -1.32
C 4.38340 -0.91032 -1.40642 -0.89
H 4.07455 -0.91692 -2.45488 0.52
H 5.22593 -0.21444 -1.30834 0.30
H 3.97120 -2.99099 -1.00233 0.33
H 5.60995 -2.66729 -1.58864 0.46
O 6.69923 -1.99594 0.58224 -0.45
C 7.36165 -3.19203 0.92386 -0.38
H 7.65124 -3.74550 0.02021 0.26
C 6.29137 -3.95151 1.70985 -0.37
H 6.28902 -3.64579 2.76513 0.26
O 5.10015 -3.54832 1.07428 -0.45
H 6.37124 -5.03548 1.63667 0.32
H 8.24725 -2.94065 1.50633 0.32
H 2.63736 -0.20180 1.35024 0.61
H 0.44403 -1.13735 -0.14312 0.88
H -2.53711 -0.29014 1.67013 0.48
H -0.85971 -1.17085 -2.22836 0.55
H -1.63580 0.05451 -4.23357 0.45
H -3.70933 1.88411 -4.82035 0.31
H -5.22048 0.96802 -4.83239 0.36
H -3.80575 0.37296 -5.71269 0.37
```

Values from the calculation:
multiplicity = 1
net charge = 0
E_HOMO = -8.199 eV
F_max = 0.934 eV/A
SMILES = Cc1ccc(S(=O)(=O)Nc2cc(C(=O)N3CCC4(CC3)OCCO4)ccc2N2CCCCC2)cc1
HOMO-LUMO gap = 0.3269 hartree